Entry from the Open Molecules 2025 dataset: a molecular structure, C28H29CoFN3O7S (the ωB97M-V functional and the def2-TZVPD basis).

* E_HOMO: -8.37 eV
* gap between HOMO and LUMO: 8.03 eV
* lowest unoccupied orbital energy: -0.3383 eV

Structure (ORCA input):
```
! wB97M-V def2-TZVPD RIJCOSX def2/J DEFGRID3
* xyz 0 1
Co 0.945 -0.501 -1.066
C -0.830 5.776 1.492
C -2.131 5.178 0.966
C -3.211 5.280 2.038
C -4.373 4.334 1.782
C -3.854 2.927 1.739
C -4.530 1.860 2.276
C -4.022 0.569 2.132
F -4.718 -0.446 2.675
C -2.875 0.313 1.443
C -2.170 1.393 0.889
C -0.984 1.139 0.080
O -0.531 -0.032 0.032
C -0.432 2.256 -0.596
C -0.906 3.503 -0.300
N -1.919 3.763 0.537
C -2.633 2.698 1.078
C 0.683 2.205 -1.618
O 1.095 3.254 -2.079
O 1.110 1.047 -2.017
H -1.016 6.799 1.824
H -0.043 5.808 0.741
H -0.471 5.197 2.345
H -2.453 5.727 0.078
H -3.549 6.316 2.073
H -2.768 5.053 3.012
H -4.840 4.575 0.821
H -5.142 4.436 2.548
H -5.470 2.002 2.795
H -2.503 -0.694 1.309
H -0.410 4.345 -0.767
C 5.684 -2.728 4.235
C 4.809 -2.753 3.011
C 3.548 -2.166 3.019
C 2.744 -2.186 1.891
C 3.210 -2.803 0.742
C 4.458 -3.416 0.714
C 5.251 -3.382 1.846
S 2.231 -2.795 -0.730
O 2.579 -3.985 -1.451
O 0.823 -2.580 -0.330
N 2.487 -1.479 -1.598
C 3.670 -0.667 -1.291
C 3.365 0.155 -0.042
O 4.194 0.687 0.654
O 2.065 0.223 0.224
H 5.320 -2.010 4.968
H 6.709 -2.462 3.974
H 5.710 -3.712 4.710
H 3.193 -1.671 3.915
H 1.772 -1.711 1.892
H 4.790 -3.914 -0.188
H 6.229 -3.848 1.829
H 3.844 0.003 -2.132
H 4.564 -1.265 -1.120
C -3.065 -3.124 -2.895
C -1.787 -2.910 -3.718
C -0.994 -4.222 -3.844
C -2.113 -2.330 -5.099
C -0.935 -1.964 -2.990
N -0.241 -1.284 -2.394
H -3.706 -3.835 -3.418
H -3.615 -2.190 -2.769
H -2.829 -3.528 -1.910
H -1.634 -4.975 -4.306
H -0.673 -4.582 -2.866
H -0.108 -4.086 -4.464
H -2.664 -3.076 -5.673
H -1.203 -2.078 -5.644
H -2.729 -1.434 -5.015
*
```